1.
Computed, not measured: a structure of composition C4H8P2 in a non-equilibrium geometry, with ωB97M-V/def2-TZVPD.

Lowest unoccupied orbital energy = -0.00052 Ha
F_max = 5.1 eV Å⁻¹
Energy above the lowest of the compared OMol25 structures with the same formula, charge and spin = 2.098 eV
Gap between HOMO and LUMO = 8.1 eV
Charge = 0

Positions of all 14 atoms, in Å:
C  -1.26896  -0.31896  -0.02474
C  1.13448  -0.34915  -0.31907
C  -2.74536  -0.40348  0.21376
C  2.60461  -0.16248  0.32165
P  0.02438  -1.64604  0.29339
P  -0.11490  1.03039  -0.03804
H  1.28727  -0.32270  -1.39445
H  -3.20790  0.02914  -0.63331
H  -2.78830  0.34138  1.13433
H  -3.12007  -1.43357  0.29458
H  3.32034  -0.14048  -0.49669
H  2.90389  -0.65130  1.25520
H  2.61932  0.86838  0.63228
H  -0.31922  1.41913  -1.35144

Force components x, y, z for each atom (eV/Å):
C 2.28 -4.24 1.68
C 2.25 0.98 0.87
C 1.67 1.38 1.53
C -1.51 1.19 -0.62
P -3.25 2.42 -0.94
P 0.37 -0.48 0.28
H -0.15 -0.46 -0.14
H -0.97 0.78 -0.73
H -0.99 -1.84 -1.57
H 0.17 0.49 0.64
H 0.36 -0.79 0.29
H -0.24 -0.75 -0.66
H 0.04 0.70 0.24
H -0.05 0.64 -0.86


2.
Computed, not measured: a cluster of 8 separate species, C7H29NO8 in total in a non-equilibrium geometry, with ωB97M-V/def2-TZVPD.

Lowest unoccupied orbital energy = 0.15891 Ha
F_max = 3.6 eV Å⁻¹
Energy above the lowest of the compared OMol25 structures with the same formula, charge and spin = 0.000 eV
Gap between HOMO and LUMO = 3.0 eV
Charge = -2

Positions of all 45 atoms, in Å:
N  0.12354  0.09370  0.43366
H  0.65131  0.22951  -0.41670
H  -0.79168  0.50692  0.54197
H  0.70743  0.50271  1.14912
H  -0.00319  -0.89313  0.60746
O  -0.15038  -2.24955  1.28946
H  -0.04257  -2.90994  2.00136
O  -2.48657  0.46872  0.35723
C  -3.32001  0.13774  -0.70859
C  -4.43737  1.16402  -1.31883
O  -5.59399  1.51669  -0.58861
H  -3.72102  -0.86642  -0.57093
H  -2.63143  -0.13339  -1.50887
H  -4.79214  0.58865  -2.17393
H  -3.89629  2.05544  -1.63616
C  3.05463  2.20318  1.78028
O  1.80666  1.94438  2.26952
H  3.64447  1.34730  1.45218
H  2.88382  2.81577  0.89503
H  3.76589  2.76445  2.38623
H  1.66386  2.64329  2.91197
C  0.36365  -5.11262  -0.63999
O  0.43782  -3.72386  -0.96036
H  1.16669  -5.65672  -1.13717
H  0.60261  -5.18463  0.42105
H  -0.64377  -5.46751  -0.85738
H  0.22244  -3.22691  -0.16773
C  -1.64816  4.01590  -0.60526
O  -1.16477  2.86290  0.09690
H  -1.76223  4.07377  -1.68773
H  -2.66828  4.15759  -0.24835
H  -1.08955  4.90057  -0.29962
H  -1.73396  2.08986  0.10295
C  3.23920  -1.91468  2.29102
O  2.76158  -2.57866  1.12535
H  4.18165  -1.39043  2.13279
H  2.53181  -1.09441  2.41289
H  3.07968  -2.46359  3.21911
H  1.80290  -2.59311  1.07705
C  0.56840  1.08155  -2.50114
O  1.14841  -0.16613  -2.25675
H  0.84005  1.41342  -3.50323
H  -0.52104  1.11004  -2.52142
H  0.97818  1.81729  -1.80914
H  0.87155  -0.87945  -2.83650

Force components x, y, z for each atom (eV/Å):
N 2.39 1.26 0.27
H -0.67 -0.01 -0.43
H -2.42 0.37 -1.02
H 0.11 -0.19 0.54
H -0.10 -1.52 0.81
O 1.07 -1.85 0.41
H -0.34 0.66 -0.44
O -0.10 1.38 0.28
C 0.41 0.72 0.33
C -1.31 -1.06 2.43
O 1.56 -0.32 -0.44
H -1.13 -0.28 0.56
H 0.37 0.37 -1.63
H 0.27 -0.28 -1.13
H 0.62 0.52 -0.42
C 1.79 0.90 -2.22
O -0.65 -0.51 1.76
H -0.56 -0.55 0.12
H 0.54 0.18 -0.45
H -0.32 0.14 0.72
H -0.75 -0.20 0.06
C 0.36 1.71 0.52
O 0.59 -1.39 -1.62
H -0.24 -0.13 -0.46
H -0.34 -0.47 0.29
H 0.09 -0.51 -0.01
H -0.66 0.98 1.29
C -1.25 -0.61 1.64
O 2.27 2.56 -1.09
H 0.59 -0.91 -0.39
H -0.29 0.33 -0.04
H 0.37 -0.09 0.14
H -2.01 -1.59 -0.19
C -2.61 1.06 -0.91
O 2.49 -0.62 0.11
H 0.39 -0.82 0.05
H -0.06 0.53 0.39
H 0.85 -0.48 0.04
H -1.27 0.51 0.36
C -0.31 0.64 -1.58
O 0.82 -0.51 0.70
H 0.28 0.27 -0.29
H -0.14 -0.23 0.70
H -0.22 -0.20 0.20
H -0.46 0.23 0.03


3.
Computed, not measured: an isolated molecule of C5H9NO2 in a non-equilibrium geometry, with ωB97M-V/def2-TZVPD.

SMILES = C/C(O)=N/CCC=O
Lowest unoccupied orbital energy = 0.01642 Ha
F_max = 3.8 eV Å⁻¹
Energy above the lowest of the compared OMol25 structures with the same formula, charge and spin = 1.892 eV
Gap between HOMO and LUMO = 9.9 eV
Charge = 0

Positions of all 17 atoms, in Å:
C  -1.53141  -0.34502  0.42128
C  -1.60614  0.30075  -0.95518
C  2.17314  -1.05837  0.29087
C  0.87207  -0.39424  0.61776
C  -0.35282  1.27041  -1.05435
O  0.98746  0.54817  1.57790
N  -0.23915  -0.99925  0.31849
O  -0.35281  2.31949  -0.41287
H  0.23367  1.15989  1.58768
H  -1.59448  0.39172  1.22693
H  -2.31267  -1.10053  0.54383
H  0.27549  1.08839  -1.93891
H  -1.54495  -0.44216  -1.75504
H  -2.48329  0.93709  -1.07896
H  3.00291  -0.36640  0.45278
H  2.32115  -1.94046  0.91594
H  2.15184  -1.36948  -0.75816

Force components x, y, z for each atom (eV/Å):
C 0.53 -0.36 -0.32
C 0.89 1.22 0.27
C 0.24 0.36 -0.46
C -2.14 -2.61 1.67
C -3.04 1.46 -0.27
O 0.34 1.13 -0.33
N 1.97 0.72 -0.64
O 0.77 -1.96 -0.76
H 0.09 -0.23 -0.03
H -0.26 0.09 -0.02
H 0.14 0.14 0.14
H 0.70 0.09 0.38
H -0.06 0.03 0.24
H -0.08 -0.01 -0.08
H -0.09 -0.12 -0.03
H -0.08 0.09 -0.01
H 0.08 -0.04 0.25


4.
Computed, not measured: a cluster of 2 separate species, C2H7N3O in total in a non-equilibrium geometry, with ωB97M-V/def2-TZVPD.

Lowest unoccupied orbital energy = 0.01953 Ha
F_max = 3.6 eV Å⁻¹
Energy above the lowest of the compared OMol25 structures with the same formula, charge and spin = 5.058 eV
Gap between HOMO and LUMO = 9.8 eV
Charge = 0

Positions of all 13 atoms, in Å:
C  -0.53571  0.45837  -0.12147
C  -1.23402  1.77005  -0.19556
N  0.31200  -0.19954  -0.70928
N  2.26612  -1.56398  -0.39958
N  0.80847  -1.40870  -0.28808
O  -0.93757  -0.34717  1.63264
H  -2.16053  1.67864  -0.74837
H  -1.57295  2.03140  0.82923
H  -0.63392  2.55679  -0.57571
H  2.58588  -0.64183  -0.12023
H  2.45133  -1.71433  -1.37387
H  0.40374  -1.69065  0.64157
H  -1.75282  -0.92904  1.42870

Force components x, y, z for each atom (eV/Å):
C -0.40 -1.28 3.00
C -1.05 -1.06 1.44
N 0.43 0.30 0.31
N -2.44 0.91 0.96
N 0.03 -1.21 0.29
O -1.38 -0.07 -3.35
H -0.08 -0.04 -0.43
H 0.51 -0.22 -0.53
H 0.72 0.53 -0.53
H 0.75 -0.17 -0.20
H 0.14 0.05 -0.44
H 0.92 0.85 -0.94
H 1.84 1.40 0.41


5.
Computed, not measured: a structure of composition C30H48BiP2 in a non-equilibrium geometry, with ωB97M-V/def2-TZVPD.

Lowest unoccupied orbital energy = -0.07674 Ha
F_max = 3.9 eV Å⁻¹
Energy above the lowest of the compared OMol25 structures with the same formula, charge and spin = 2.036 eV
Gap between HOMO and LUMO = 6.6 eV
Charge = +1

Positions of all 81 atoms, in Å:
Bi  0.17094  0.18133  -0.08432
C  -0.68551  -0.23450  2.20441
C  -1.26015  -1.29541  1.39837
C  1.10299  -1.52372  1.31435
C  0.79078  -0.35882  2.13579
C  -0.17747  -2.11808  0.86756
C  -1.42143  0.78747  2.99956
H  -2.45853  0.87244  2.67325
H  -0.95259  1.78109  2.97276
H  -1.41497  0.43730  4.03789
C  1.78327  0.54404  2.77089
H  1.34996  1.51411  3.03063
H  2.64138  0.71758  2.11498
H  2.12795  0.05252  3.68206
C  2.47156  -1.99561  0.97056
H  2.83546  -2.57789  1.82056
H  3.15936  -1.16196  0.80624
H  2.48341  -2.62781  0.07787
C  -0.32182  -3.36063  0.05574
H  -0.24071  -4.18817  0.76710
H  0.46440  -3.47783  -0.69928
H  -1.29973  -3.41223  -0.42651
C  -2.72403  -1.57097  1.22534
H  -2.97381  -2.35965  1.94374
H  -2.97778  -1.93189  0.21951
H  -3.33286  -0.69365  1.44866
C  -4.10668  5.20267  -3.66509
C  -5.09063  4.78324  -2.85553
C  -6.34302  4.03320  -3.18019
C  -6.37290  3.27676  -4.53394
C  -5.28693  2.25731  -4.66343
C  -4.01795  2.42621  -5.06496
C  -3.31799  3.66307  -5.52497
C  -3.96660  5.01899  -5.14114
H  -7.21568  4.70760  -3.13260
H  -6.37429  3.99808  -5.36192
H  -6.50316  3.29526  -2.37253
H  -4.91779  5.14051  -5.67578
H  -3.27430  5.75636  -3.19096
H  -5.00462  5.04941  -1.79095
H  -3.29289  5.81512  -5.52987
H  -2.29503  3.63963  -5.10310
H  -3.38757  1.52419  -5.10171
H  -3.17935  3.63640  -6.62086
H  -7.35265  2.75179  -4.58387
H  -5.58618  1.23299  -4.37073
P  -1.37544  2.04956  -0.72265
P  -0.05803  -0.55638  -2.50243
C  -1.34539  1.93144  -2.50976
C  -0.24459  1.11010  -3.15528
H  -1.30600  2.99080  -2.82370
H  -2.34043  1.54507  -2.78812
H  -0.44403  0.90765  -4.22223
H  0.73168  1.60934  -3.08574
C  1.42124  -1.25382  -2.98115
H  1.55637  -2.28744  -2.62059
H  2.31092  -0.66150  -2.73898
H  1.26671  -1.25792  -4.07427
C  -1.44036  -1.50611  -2.89972
H  -1.52450  -1.36101  -3.99192
H  -2.38899  -1.22150  -2.41938
H  -1.23990  -2.57075  -2.69433
C  -0.57557  3.47423  -0.16457
H  -0.45450  3.54833  0.92977
H  -1.29008  4.23459  -0.51524
H  0.38946  3.64562  -0.63441
C  -2.99911  1.96841  -0.16882
H  -3.51072  1.01128  -0.35023
H  -3.48279  2.76126  -0.76929
H  -3.07662  2.22889  0.89765
C  4.65524  3.02837  -1.39135
C  4.71247  1.96910  -0.51418
C  3.54574  1.22389  -0.15736
C  2.33815  1.54128  -0.70986
C  2.25899  2.58160  -1.56272
C  3.40790  3.33093  -1.91466
H  5.54248  3.59746  -1.65667
H  5.67179  1.69394  -0.05887
H  3.82390  0.44353  0.58039
H  1.38525  3.00824  -2.08837
H  3.31685  4.17201  -2.61286

Force components x, y, z for each atom (eV/Å):
Bi 2.70 1.61 -1.07
C 1.84 -1.84 0.03
C 1.53 -0.23 0.72
C -2.30 -0.68 1.77
C -1.96 -2.41 1.02
C 0.92 1.48 1.87
C 0.09 -0.13 0.22
H 0.00 0.06 0.11
H -0.09 -0.20 0.01
H -0.20 0.36 0.00
C 0.13 -0.07 0.15
H 0.08 -0.11 0.03
H -0.17 0.03 0.30
H 0.21 0.28 0.13
C 0.08 -0.15 0.23
H 0.28 -0.10 -0.20
H -0.15 -0.35 0.06
H 0.01 0.01 0.12
C 0.01 0.02 0.33
H -0.05 -0.25 -0.37
H -0.10 0.00 0.12
H 0.05 -0.09 0.01
C 0.26 -0.28 0.18
H -0.36 0.09 -0.18
H 0.05 0.06 0.20
H -0.01 -0.09 0.00
C 0.00 0.12 0.92
C 0.53 0.48 0.10
C -0.30 -0.48 -0.16
C -0.85 0.32 0.12
C 0.61 -0.66 0.01
C -0.50 -0.60 0.12
C 0.25 0.55 -0.02
C 0.41 0.10 -0.84
H 0.30 -0.13 0.01
H -0.02 -0.35 0.27
H 0.00 0.22 -0.24
H 0.37 0.03 0.23
H -0.50 -0.31 -0.20
H 0.04 -0.07 -0.42
H -0.46 -0.45 0.21
H -0.27 0.04 -0.16
H -0.29 0.28 0.02
H -0.06 -0.06 0.32
H 0.58 0.33 -0.03
H 0.25 0.56 -0.18
P 1.11 -1.59 -0.84
P -0.68 2.15 2.33
C -0.94 1.15 -0.85
C 0.36 -0.32 -1.51
H -0.10 -0.43 -0.60
H 0.23 0.24 -0.08
H -0.11 0.81 -0.03
H -0.31 -0.33 -0.08
C 1.54 -1.24 -2.23
H -0.17 0.45 -0.16
H -0.38 0.04 0.07
H 0.98 -0.53 -0.08
C -1.22 -1.31 -1.70
H -0.59 -0.52 0.14
H 0.50 0.08 -0.07
H -0.14 0.40 -0.10
C -0.51 2.40 0.34
H -0.21 -0.21 -0.45
H 0.50 0.71 0.43
H -0.14 -0.14 0.06
C -2.37 0.99 0.23
H 0.36 0.29 -0.01
H -0.60 -0.26 0.45
H 0.04 -0.09 -0.38
C -0.35 0.01 -0.14
C -0.24 -0.90 0.83
C 3.21 0.51 0.21
C -2.56 -1.89 0.77
C 1.56 2.90 -2.10
C -0.35 0.32 -0.29
H -0.18 -0.09 0.03
H -0.39 0.07 -0.16
H -0.90 0.46 -0.69
H 0.11 -0.71 0.53
H -0.06 -0.32 0.25